The following is a DFT calculation (the ωB97M-V functional and the def2-TZVPD basis) of one molecule with the formula C4H6O.

```
11
Properties=species:S:1:pos:R:3:nbo_charge:R:1
C -1.821 0.345 0.197 -0.386
C -0.851 -0.510 -0.195 -0.194
C 0.683 -0.466 -0.371 0.008
C 1.629 0.585 -0.138 -0.135
O 1.258 -0.431 0.900 -0.490
H -1.924 1.400 0.050 0.197
H -2.621 -0.115 0.830 0.205
H -1.171 -1.610 -0.075 0.199
H 1.119 -1.253 -0.867 0.181
H 1.077 1.547 0.203 0.206
H 2.620 0.508 -0.534 0.209
```

Summary:
SMILES: C=C[C@H]1CO1
Energy relative to the best compared isomer or geometry (same formula, charge and spin) in eV: 2.563
Total charge: 0
Max |F| in Eh/bohr: 0.08265
E in eV: -6289.3547